1.
The following is a quantum chemistry calculation of one molecule with the formula C5H9N3O at a distorted geometry, from OMol25.

Output
* energy relative to the best compared isomer or geometry (same formula, charge and spin): 106.8 kJ/mol
* Kohn-Sham gap: 0.328 hartree
* E_HOMO: -8.17 eV
* 2S+1: 1
* DFT total energy: -11848.301 eV

Geometry (Å):
C (-2.11207, -1.22639, 1.34388)
C (-1.71701, -0.83597, -0.11591)
O (-2.54555, -0.87724, -0.99941)
C (-0.29736, -0.47399, -0.44540)
C (0.83842, -0.22533, 0.35543)
N (0.89201, -0.38609, 1.73389)
N (2.00112, 0.23744, -0.21200)
C (2.07586, 1.30858, -0.91143)
N (1.11452, 2.28058, -1.09023)
H (-3.18548, -1.33994, 1.37594)
H (-1.82226, -0.46204, 2.07942)
H (-1.65340, -2.18252, 1.60894)
H (-0.23034, -0.26713, -1.51042)
H (0.18135, -0.93655, 2.15319)
H (1.80198, -0.60093, 2.03470)
H (3.01117, 1.60027, -1.37871)
H (0.17369, 2.12046, -0.87183)
H (1.30710, 2.88135, -1.87696)

Atom charges from the natural (NBO) analysis, given in e for atoms 1 to 2: -0.727 0.557

=====

2.
The following is a quantum chemistry calculation of one molecule with the formula C5H9N3O at a distorted geometry, from OMol25.

Output
* energy relative to the best compared isomer or geometry (same formula, charge and spin): 493.0 kJ/mol
* Kohn-Sham gap: 0.324 hartree
* E_HOMO: -8.11 eV
* 2S+1: 1
* DFT total energy: -11844.298 eV

Geometry (Å):
N (-2.93880, 0.60135, 0.06232)
N (-2.57672, -0.71604, -0.49411)
C (-1.35465, -1.01677, -0.30242)
N (-0.30411, -0.28244, 0.07316)
C (-0.04924, 1.02724, -0.35097)
C (1.26614, 1.38719, -0.28014)
C (2.16218, 0.11422, 0.29767)
O (3.17532, -0.55424, -0.51027)
C (0.93237, -0.87740, 0.51901)
H (-2.90956, 0.61671, 1.30830)
H (-4.03797, 0.54888, -0.07603)
H (-1.12152, -1.97967, -0.78173)
H (-0.97244, 1.59273, -0.57725)
H (1.62018, 2.35061, -0.37945)
H (2.48825, 0.67975, 1.36631)
H (2.75185, -0.56299, -1.34905)
H (1.10061, -1.79113, -0.14777)
H (0.76812, -1.13800, 1.62242)

Atom charges from the natural (NBO) analysis, given in e for atoms 1 to 2: -0.720 -0.301

=====

3.
The following is a quantum chemistry calculation of one molecule with the formula C5H9N3O at a distorted geometry, from OMol25.

Output
* energy relative to the best compared isomer or geometry (same formula, charge and spin): 234.1 kJ/mol
* Kohn-Sham gap: 0.337 hartree
* E_HOMO: -8.81 eV
* 2S+1: 1
* DFT total energy: -11846.982 eV

Geometry (Å):
H (0.69800, -1.32971, -3.08874)
N (1.50332, -0.67207, -3.06446)
C (1.42319, -0.08110, -1.91515)
C (0.28465, -0.42266, -0.94613)
N (-0.45325, -1.39820, -1.38987)
H (-1.15860, -1.63225, -0.69008)
N (0.13642, 0.25431, 0.27289)
C (1.18416, 1.19602, 0.69689)
C (-0.86886, -0.01097, 1.20079)
C (-2.17676, -0.12467, 0.92378)
O (-0.44689, -0.12068, 2.51050)
H (2.16646, 0.66123, -1.60122)
H (1.36007, 1.95131, -0.07665)
H (0.89980, 1.75887, 1.59428)
H (2.11639, 0.66324, 0.90950)
H (-2.91761, -0.31516, 1.69082)
H (-2.54935, 0.01422, -0.08644)
H (-1.20114, -0.39173, 3.05929)

Atom charges from the natural (NBO) analysis, given in e for atoms 1 to 2: 0.367 -0.527

=====

4.
The following is a quantum chemistry calculation of a 2-piece molecular cluster, C5H9N3O2 overall at a distorted geometry, from OMol25.

Output
* energy relative to the best compared isomer or geometry (same formula, charge and spin): 380.9 kJ/mol
* Kohn-Sham gap: 0.362 hartree
* E_HOMO: -9.90 eV
* 2S+1: 1
* DFT total energy: -13892.633 eV

Geometry (Å):
N (2.64536, -2.32942, -1.99590)
C (2.49492, -1.86312, -0.91661)
C (1.50480, -1.16434, -0.09134)
C (1.43479, -0.17129, 1.07276)
N (0.00754, 0.01912, 1.30301)
C (-0.51456, 1.15280, 1.06786)
N (-1.67890, 1.25542, 0.32245)
C (-2.34822, 2.43937, 0.17458)
O (-1.81172, 3.52858, 0.23059)
H (0.91634, -2.02133, 0.29075)
H (1.02784, -0.54410, -0.87840)
H (1.93146, 0.76139, 0.75867)
H (1.88301, -0.65795, 1.95026)
H (0.06636, 2.08600, 1.08591)
H (-1.82627, 0.51917, -0.37084)
H (-3.44044, 2.31672, 0.30253)
O (-1.05651, -1.83245, -1.51570)
H (-1.03075, -1.38120, -0.64670)
H (-0.20508, -2.11338, -2.14387)

Atom charges from the natural (NBO) analysis, given in e for atoms 1 to 2: -0.316 0.275

=====

5.
The following is a quantum chemistry calculation of C5H9N4 as an isolated structure at a distorted geometry, from OMol25.

Output
* energy relative to the best compared isomer or geometry (same formula, charge and spin): 500.2 kJ/mol
* Kohn-Sham gap: 0.311 hartree
* charge: +1
* E_HOMO: -12.01 eV
* 2S+1: 1
* DFT total energy: -11280.297 eV

Geometry (Å):
C (0.86721, 1.54882, 0.12803)
C (0.45904, 0.21925, 0.10910)
C (1.59370, -0.52571, -0.04491)
C (-2.31843, -0.08979, -0.70509)
C (-1.36936, -0.38170, 0.39602)
N (2.18258, 1.60138, -0.02936)
N (2.64868, 0.32550, -0.09911)
N (1.84477, -1.88205, 0.16890)
N (-2.30868, 0.69200, 0.51345)
H (0.31790, 2.52043, 0.27708)
H (-1.85932, 0.49238, -1.45684)
H (-3.10332, -0.82366, -1.01398)
H (-1.08000, -1.22854, 1.00827)
H (3.63815, 0.02854, -0.29034)
H (1.06633, -2.54281, -0.23363)
H (2.63451, -2.13428, -0.32564)
H (-1.97375, 1.59139, 0.47377)
H (-3.23999, 0.58884, 1.12427)

Atom charges from the natural (NBO) analysis, given in e for atoms 1 to 2: -0.103 -0.142

=====

6.
The following is a quantum chemistry calculation of an isolated ion of composition C5H9N4 and charge +1 at a distorted geometry, from OMol25.

Output
* energy relative to the best compared isomer or geometry (same formula, charge and spin): 528.0 kJ/mol
* Kohn-Sham gap (spin up / spin down): 0.290 / 0.290 hartree
* charge: +1
* E_HOMO (spin up / spin down): -12.75 / -12.75 eV
* 2S+1: 1
* DFT total energy: -11280.009 eV

Geometry (Å):
C (-2.10690, 0.99148, -0.30510)
C (-2.28029, -0.36595, 0.01277)
C (0.09271, -0.79377, -0.11666)
C (0.24690, 1.63500, 0.13964)
C (2.27491, 0.36947, 0.08896)
N (-1.16343, 1.84389, -0.09831)
N (-2.96274, -1.27905, 0.23073)
N (0.83699, 0.29117, -0.07099)
N (0.54348, -2.06545, -0.22433)
H (-2.87755, 1.57559, -0.70594)
H (0.83478, 2.22125, -0.51657)
H (0.65964, 1.92501, 1.05151)
H (2.61653, 0.56326, 1.03513)
H (2.86711, -0.59631, -0.07055)
H (2.61411, 1.10458, -0.50900)
H (-3.43567, -2.11248, 0.60346)
H (-0.11895, -2.82645, 0.03772)
H (1.35836, -2.48124, -0.58249)

Atom charges from the natural (NBO) analysis, given in e for atoms 1 to 2: -0.051 0.549

=====

7.
The following is a quantum chemistry calculation of an isolated ion of composition C5H9N4O and charge -1 at a distorted geometry, from OMol25.

Output
* energy relative to the best compared isomer or geometry (same formula, charge and spin): 441.9 kJ/mol
* Kohn-Sham gap: 0.215 hartree
* charge: -1
* E_HOMO: -1.89 eV
* 2S+1: 1
* DFT total energy: -13334.222 eV

Geometry (Å):
C (1.13423, -2.37629, -0.00832)
C (0.56395, -1.03099, -0.00435)
C (-0.80927, -0.77598, -0.01561)
C (-1.18168, 0.58523, -0.28374)
C (-2.62739, 0.92649, -0.54567)
N (-0.31994, 1.56514, -0.46674)
N (0.98210, 1.35324, -0.19938)
N (1.25799, 1.82741, 1.20823)
N (1.42687, 0.00181, -0.24346)
O (2.73898, -0.04451, -0.36629)
H (1.55212, -2.56477, 1.01850)
H (2.00224, -2.21429, -0.67332)
H (0.52794, -3.37091, -0.15092)
H (-1.56179, -1.59860, 0.22707)
H (-2.73124, 1.28248, -1.53801)
H (-3.06638, 1.69718, 0.00483)
H (-3.33056, 0.16830, -0.28803)
H (1.17185, 2.94633, 1.06449)
H (2.26997, 1.62273, 1.26072)

Atom charges from the natural (NBO) analysis, given in e for atoms 1 to 2: -0.667 0.191

=====

8.
The following is a quantum chemistry calculation of C5H9N4S2 as an isolated structure at a distorted geometry, from OMol25.

Output
* energy relative to the best compared isomer or geometry (same formula, charge and spin): 162.5 kJ/mol
* Kohn-Sham gap: 0.274 hartree
* charge: +1
* E_HOMO: -11.52 eV
* 2S+1: 1
* DFT total energy: -32953.585 eV

Geometry (Å):
C (-1.04240, 2.42902, -1.57412)
C (1.38889, 0.37000, -0.06840)
C (-1.64828, -1.51222, 0.86494)
C (-0.15671, -1.39866, -1.18968)
C (-0.47548, -1.02361, 0.16448)
N (-0.99211, 1.45505, -0.97926)
N (0.41589, -0.11041, 0.70576)
N (-0.84179, 3.59686, -2.19012)
N (2.15176, 1.36385, 0.20239)
S (-0.59193, -3.03918, 1.34142)
S (1.38540, -0.49334, -1.62534)
H (-2.00115, -0.99136, 1.73761)
H (-2.41174, -1.64604, 0.17205)
H (0.08165, -2.47910, -1.17909)
H (-0.98958, -1.19228, -1.86668)
H (0.07828, 0.33638, 1.56446)
H (-0.92497, 3.66067, -3.20031)
H (-1.06531, 4.47194, -1.76405)
H (2.01802, 1.97740, 1.06360)
H (2.58850, 1.80100, -0.52953)

Atom charges from the natural (NBO) analysis, given in e for atoms 1 to 2: 0.498 0.421

=====

9.
The following is a quantum chemistry calculation of one molecule with the formula C5H9N5 at a distorted geometry, from OMol25.

Output
* energy relative to the best compared isomer or geometry (same formula, charge and spin): 317.4 kJ/mol
* Kohn-Sham gap (spin up / spin down): 0.262 / 0.262 hartree
* E_HOMO (spin up / spin down): -6.65 / -6.65 eV
* 2S+1: 1
* DFT total energy: -12776.225 eV

Geometry (Å):
C (0.67907, 1.01302, -0.18498)
C (-0.70736, 0.73056, -0.27402)
C (1.47435, -1.24272, -0.19567)
C (-3.21696, -1.33557, 0.46803)
C (3.00025, 0.49239, 0.25425)
N (1.47143, -2.40179, 0.16126)
N (-2.59277, -0.59827, -0.33693)
N (1.57951, 0.01499, -0.04642)
N (-1.21126, -0.50833, -0.13185)
N (-1.63094, 1.77993, -0.35693)
H (0.95749, 1.96657, 0.19656)
H (-4.30983, -1.28383, 0.43099)
H (-2.74245, -1.80955, 1.24388)
H (3.85631, -0.03763, -0.21134)
H (3.01083, 1.46225, -0.34069)
H (2.89395, 0.86387, 1.30710)
H (1.40072, -3.03901, -0.62532)
H (-1.38303, 2.55968, -0.95719)
H (-2.52932, 1.37344, -0.40073)

Atom charges from the natural (NBO) analysis, given in e for atoms 1 to 2: -0.344 0.379

=====

10.
The following is a quantum chemistry calculation of one molecule with the formula C5H9N5 at a distorted geometry, from OMol25.

Output
* energy relative to the best compared isomer or geometry (same formula, charge and spin): 193.0 kJ/mol
* Kohn-Sham gap: 0.292 hartree
* E_HOMO: -6.96 eV
* 2S+1: 1
* DFT total energy: -12777.514 eV

Geometry (Å):
H (-0.30339, 2.91461, 0.37866)
N (-0.77388, 2.11876, 0.00611)
C (-0.48164, 0.89478, 0.02964)
N (-1.26892, -0.20182, -0.05492)
C (-2.63466, 0.08336, -0.22640)
C (-0.56371, -1.38794, -0.12898)
C (0.77768, -1.21938, -0.01767)
N (1.76921, -2.11086, 0.26105)
N (1.09770, 0.15476, -0.00236)
N (2.31699, 0.48291, -0.31961)
C (2.75006, 1.67176, -0.19906)
H (-2.88784, 0.18762, -1.30426)
H (-3.16664, -0.82511, 0.27724)
H (-2.74146, 1.10176, 0.21643)
H (-1.22614, -2.33291, -0.32742)
H (1.83808, -2.93389, -0.43777)
H (2.64856, -1.60604, 0.17561)
H (3.80865, 2.02168, -0.47872)
H (1.97918, 2.52902, 0.00862)

Atom charges from the natural (NBO) analysis, given in e for atoms 1 to 2: 0.397 -0.814

=====

11.
The following is a quantum chemistry calculation of a 2-piece molecular cluster, C5H9N5O2 overall at a distorted geometry, from OMol25.

Output
* energy relative to the best compared isomer or geometry (same formula, charge and spin): 578.1 kJ/mol
* Kohn-Sham gap (spin up / spin down): 0.249 / 0.363 hartree
* E_HOMO (spin up / spin down): -8.82 / -10.25 eV
* 2S+1: 1
* DFT total energy: -16869.736 eV

Geometry (Å):
C (1.15880, 0.06222, 0.19250)
C (-1.88751, -0.11067, 1.09569)
C (-1.94273, 0.30362, -1.25745)
C (-2.20240, 1.02624, 0.08533)
C (2.78554, -1.84101, 0.04637)
N (1.24636, 1.37185, 0.09036)
N (2.53128, 1.62077, -0.11711)
N (3.22768, 0.55148, -0.15251)
N (2.38493, -0.46904, 0.03984)
N (-1.26245, -1.16451, 0.36489)
O (-1.50078, -1.01543, -0.92295)
O (-1.45654, 2.17852, 0.26343)
H (-1.25101, 0.22347, 1.91407)
H (-2.80479, -0.52090, 1.53459)
H (-2.82137, 0.21891, -1.89644)
H (-1.13215, 0.79724, -1.80699)
H (-3.24684, 1.34192, 0.16379)
H (2.33288, -2.35146, 0.89525)
H (2.46117, -2.33262, -0.87327)
H (3.87119, -1.87932, 0.11593)
H (-0.49126, 1.98870, 0.22468)

Atom charges from the natural (NBO) analysis, given in e for atoms 1 to 2: 0.359 -0.350

=====

12.
The following is a quantum chemistry calculation of an isolated ion of composition C5H9NO and charge -1 at a distorted geometry, from OMol25.

Output
* energy relative to the best compared isomer or geometry (same formula, charge and spin): 148.7 kJ/mol
* Kohn-Sham gap (spin up / spin down): 0.137 / 0.275 hartree
* charge: -1
* E_HOMO (spin up / spin down): 0.46 / -3.43 eV
* 2S+1: 2
* DFT total energy: -8865.657 eV

Geometry (Å):
O (0.23077, -2.61557, -0.43099)
C (-0.67538, -1.97956, 0.04459)
C (-0.78220, -0.83391, 1.20381)
C (-0.64224, 0.56403, 0.61628)
C (0.44774, 0.83467, -0.37401)
C (0.65417, 1.96554, -1.14617)
N (1.49654, -0.12168, -0.31135)
H (-1.64667, -1.94952, -0.46662)
H (-0.04169, -1.12223, 1.97514)
H (-1.84654, -0.96296, 1.53337)
H (-0.71994, 1.47640, 1.36349)
H (-1.62170, 0.51805, -0.04194)
H (1.46282, 2.15263, -1.76587)
H (-0.05243, 2.77489, -1.00000)
H (2.39527, 0.35813, -0.53725)
H (1.34146, -1.05890, -0.66248)

Atom charges from the natural (NBO) analysis, given in e for atoms 1 to 2: -0.758 0.075

=====

Among the records above, which one has the highest 2S+1?
C5H9NO

=====

Look up the 2S+1 of the twelfth one.
2

=====

Which value of energy relative to the best compared isomer or geometry (same formula, charge and spin) does entry 12 give?
148.7 kJ/mol

=====

Among the records above, which one has the highest DFT total energy?
C5H9NO